Computed, not measured: a 8-piece molecular cluster, C23H49N3O17S3 overall, with the ωB97M-V functional and the def2-TZVPD basis.

Total charge: +1
Gap between HOMO and LUMO (alpha / beta), eV: 8.67 / 2.43
HOMO (alpha / beta), eV: -10.90 / -10.90
Total energy, eV: -96416.3011
Expectation value of S²: 0.754
Spin multiplicity: 2

Cartesian coordinates (Å):
C -3.57 -4.79 -3.98
C -2.62 -3.55 -3.93
O -2.89 -2.56 -4.55
N -1.51 -3.68 -3.15
C -0.53 -2.66 -2.90
H -2.94 -5.68 -4.03
H -4.13 -4.76 -4.92
H -4.33 -4.85 -3.21
H -1.34 -4.59 -2.76
H -0.41 -2.76 -1.82
H -0.95 -1.67 -3.08
H 0.42 -2.79 -3.42
C -2.94 -1.24 -1.13
C -4.13 -0.41 -0.78
O -4.93 -0.04 -1.66
N -4.26 0.01 0.49
C -5.35 0.86 1.04
H -3.12 -1.52 -2.17
H -2.85 -2.13 -0.52
H -1.96 -0.77 -1.12
H -3.57 -0.33 1.15
H -4.78 1.68 1.47
H -5.88 0.23 1.76
H -6.08 1.30 0.36
C -0.98 -2.84 3.33
C -2.33 -2.25 3.15
O -2.55 -1.50 2.20
N -3.22 -2.47 4.10
C -4.57 -1.96 4.10
H -0.99 -3.76 3.92
H -0.39 -2.09 3.87
H -0.50 -3.10 2.39
H -2.92 -2.98 4.92
H -5.13 -2.40 4.93
H -5.07 -2.33 3.21
H -4.60 -0.87 4.11
C 2.68 1.98 7.65
C 1.66 2.98 8.11
O 1.08 3.60 6.93
S 0.95 2.45 5.77
O 1.13 3.01 4.41
O -0.20 1.60 6.05
O 2.32 1.62 6.33
H 2.87 1.10 8.25
H 3.62 2.54 7.56
H 2.07 3.79 8.72
H 0.88 2.51 8.71
C 3.64 3.66 -1.48
C 4.86 3.17 -0.74
O 4.89 3.96 0.40
S 3.39 4.46 0.93
O 3.42 5.85 1.36
O 2.81 3.46 1.87
O 2.76 4.26 -0.52
H 3.05 2.83 -1.87
H 3.75 4.38 -2.29
H 5.81 3.31 -1.26
H 4.82 2.12 -0.44
C 1.07 0.52 2.58
C -0.10 1.18 1.90
O 0.13 1.09 0.51
S 1.40 0.07 0.10
O 2.52 0.85 -0.42
O 0.96 -1.04 -0.67
O 1.68 -0.36 1.67
H 0.82 -0.04 3.48
H 1.84 1.26 2.79
H -0.01 2.25 2.09
H -1.09 0.83 2.20
C 2.98 -1.35 -3.33
C 3.60 -1.55 -4.72
C 3.28 -2.98 -5.05
O 3.27 -3.60 -3.74
C 3.32 -2.67 -2.64
H 1.91 -1.26 -3.50
H 3.28 -0.52 -2.71
H 4.69 -1.50 -4.59
H 3.16 -0.87 -5.45
H 4.09 -3.45 -5.60
H 2.37 -3.06 -5.65
H 4.28 -2.68 -2.12
H 2.57 -3.00 -1.92
C -1.41 2.24 -2.65
C -0.91 1.61 -3.94
C 0.56 1.65 -3.76
O 0.78 2.95 -3.14
C -0.33 3.24 -2.31
H -1.60 1.51 -1.87
H -2.41 2.62 -2.85
H -1.13 2.14 -4.87
H -1.28 0.59 -4.04
H 1.11 1.57 -4.69
H 0.98 0.88 -3.12
H -0.71 4.23 -2.54
H -0.06 3.29 -1.26